Entry 1:
62
Properties=species:S:1:pos:R:3:forces:R:3 method="wB97M-V/def2-TZVPD" total_charge=-1 e_lumo_ev="1.1 / 0.5" homo_lumo_gap_ev="5.44 / 4.80" multiplicity=2
Ir -0.09968 0.44229 0.17376 0.4 -0.5 -0.2
Cl -4.06811 5.86116 -0.67627 0.0 0.0 0.0
C -2.93208 4.73240 -0.01762 0.0 0.0 0.0
C -2.30110 4.99107 1.18644 0.0 0.0 0.0
Cl -2.64174 6.44721 2.05982 0.0 0.0 0.0
C -1.37682 4.07287 1.69927 0.0 0.0 0.0
Cl -0.54793 4.37595 3.18913 0.0 0.0 0.0
C -1.07833 2.89271 1.02502 0.0 0.0 0.0
O -0.19822 2.02196 1.46654 -0.1 0.2 0.2
C -1.74061 2.62413 -0.20734 0.1 0.0 0.1
O -1.43641 1.50670 -0.86145 -0.1 0.2 0.1
C -2.64228 3.54864 -0.71015 0.0 0.1 0.0
Cl -3.38844 3.19889 -2.23336 0.0 0.0 0.0
O 5.65627 0.39855 0.28287 0.0 0.1 0.0
S 4.79862 1.17801 1.12412 0.0 -0.1 0.0
O 5.02969 2.57666 1.26916 0.0 0.0 0.0
N 3.19330 0.85888 0.65398 0.1 0.0 -0.1
C 2.51265 0.06382 1.54867 0.0 -0.1 0.0
O 1.40732 -0.42491 1.39205 -0.1 0.1 0.1
C 3.31303 -0.14591 2.77262 0.0 0.1 -0.1
C 2.88366 -0.77126 3.92843 0.1 0.0 0.0
C 3.76928 -0.81422 4.99647 0.0 0.0 0.0
C 5.03311 -0.23310 4.90682 0.0 0.0 0.0
C 5.45441 0.40735 3.74740 0.0 -0.1 0.0
C 4.56693 0.42134 2.69145 0.0 0.0 0.0
H 1.88867 -1.19247 3.97934 0.0 0.0 0.0
H 3.46957 -1.29388 5.91844 0.0 0.0 0.0
H 5.69637 -0.26871 5.76093 0.0 0.0 0.0
H 6.42591 0.87635 3.67824 0.0 0.0 0.0
S 3.87632 1.96894 -1.79872 0.0 0.0 0.0
C 2.55340 2.99319 -2.16330 0.0 0.0 0.0
C 1.37020 2.56226 -1.56850 0.0 0.0 0.1
N 1.45465 1.49186 -0.82137 -0.1 0.0 -0.2
C 2.77157 0.93188 -0.76264 0.0 -0.1 0.0
H 2.66975 3.84786 -2.80805 0.0 0.0 0.0
H 0.40682 3.04125 -1.68601 0.0 0.0 0.0
H 2.75717 -0.08074 -1.18144 0.0 0.0 0.0
C -4.91042 -4.35358 -2.95857 0.0 0.0 0.0
C -3.63760 -3.63535 -2.59682 0.0 0.0 0.0
C -2.69272 -4.22112 -1.77026 0.0 0.0 0.0
C -1.50406 -3.57620 -1.43400 0.0 -0.1 0.0
C -0.54440 -4.27750 -0.51079 0.0 0.0 0.0
C -1.25527 -2.29845 -1.94262 -0.1 0.1 0.0
Se 0.36882 -1.37691 -1.47354 -0.1 0.0 -0.1
C -2.19104 -1.69104 -2.79483 0.0 0.0 0.0
C -1.98850 -0.31653 -3.36707 0.0 0.0 0.1
C -3.36518 -2.37130 -3.10112 0.0 0.0 0.0
H -5.08880 -5.19790 -2.29190 0.0 0.0 0.0
H -4.86810 -4.73972 -3.98037 0.0 0.0 0.0
H -5.77184 -3.68630 -2.89752 0.0 0.0 0.0
H -2.88350 -5.20865 -1.36077 0.0 0.0 0.0
H -0.83623 -5.32168 -0.38808 0.0 0.0 0.0
H -0.53408 -3.79650 0.46877 0.0 0.0 0.0
H 0.47576 -4.23290 -0.89091 0.0 0.0 0.0
H -2.10289 0.43971 -2.58860 0.0 0.0 -0.1
H -2.71384 -0.12582 -4.15970 0.0 0.0 0.0
H -0.97938 -0.20245 -3.76503 0.0 0.0 0.0
H -4.09115 -1.88931 -3.74928 0.0 0.0 0.0
F -2.70808 -0.76371 0.48777 0.0 0.0 0.0
C -1.55599 -0.54446 1.17361 0.1 -0.1 0.0
F -1.96155 0.07660 2.32801 0.0 0.0 0.0
F -1.16689 -1.79793 1.60892 0.0 0.1 0.0


Entry 2:
60
Properties=species:S:1:pos:R:3:forces:R:3 method="wB97M-V/def2-TZVPD" total_charge=0 e_lumo_ev="-0.6 / -0.6" homo_lumo_gap_ev="7.52 / 7.45" multiplicity=2
Cu -1.48056 -0.06940 0.94845 -0.2 -0.9 1.8
C 1.34965 -5.05588 1.73583 -0.1 0.0 0.1
C 0.19885 -4.82361 2.71178 0.2 0.0 -0.2
N -0.93279 -4.14738 2.09849 0.1 -0.1 0.1
C -1.00320 -2.82254 1.89693 -0.2 0.3 -0.3
S -2.47298 -2.21017 1.21077 0.2 0.4 0.0
N 0.06220 -2.11230 2.22775 0.6 -0.6 0.3
N -0.07548 -0.79845 2.04027 0.1 0.3 0.2
C 0.82854 0.02908 2.44710 0.1 -0.6 0.1
C 2.13222 -0.40502 3.03501 -0.1 0.1 0.0
C 0.44983 1.44244 2.36644 -0.2 0.6 0.0
C 1.23851 2.49180 2.82598 0.1 -0.2 0.0
C 0.72405 3.77783 2.79893 -0.1 0.0 -0.1
C -0.54746 3.99769 2.29094 0.1 0.0 0.1
C -1.26285 2.90769 1.82037 0.0 0.0 0.0
N -0.78045 1.67870 1.88321 0.2 -0.3 -0.2
H 2.18195 -5.54307 2.24655 0.0 0.0 0.0
H 1.68908 -4.09877 1.34184 0.0 0.0 0.0
H 1.03385 -5.68848 0.90559 0.0 0.0 0.0
H 0.54608 -4.21118 3.54418 0.0 -0.1 0.0
H -0.16494 -5.77193 3.10622 0.0 0.0 0.0
H -1.72712 -4.67854 1.79089 0.0 0.0 0.0
H 2.14481 -1.48803 3.10891 0.0 0.0 0.0
H 2.28330 0.02879 4.02486 0.0 0.0 0.0
H 2.95284 -0.07930 2.39155 0.0 0.0 0.0
H 2.23564 2.30438 3.19940 0.0 0.0 0.0
H 1.31222 4.60666 3.16989 0.0 0.0 0.0
H -0.97001 4.99153 2.25111 0.0 0.0 0.0
H -2.24858 3.00140 1.38068 0.0 0.0 0.0
C 0.36350 -2.63267 -1.47732 -0.1 0.2 0.1
C -0.50550 -1.58938 -2.17098 0.2 -0.4 -0.3
C 0.21589 -1.06343 -3.40839 -0.1 0.1 0.2
C -1.85940 -2.18052 -2.55241 0.0 0.2 0.1
O -0.65790 -0.51424 -1.19881 -0.3 0.4 -0.4
P -1.56491 0.83192 -1.44032 0.6 0.3 -0.8
O -2.10000 1.00300 -2.79563 0.0 0.0 -0.1
O -2.53549 0.80389 -0.26390 -0.5 0.5 -0.6
O -0.42731 1.91149 -1.03122 -0.3 -0.1 -0.3
C 0.03387 3.01364 -1.84878 0.2 0.4 -0.1
C -1.10862 4.00632 -2.05035 0.0 -0.2 0.0
C 0.59163 2.54989 -3.19308 -0.2 -0.1 0.2
C 1.16123 3.63965 -1.03415 -0.1 -0.1 0.1
H 0.48570 -3.50100 -2.12485 0.0 0.0 0.0
H -0.10115 -2.94981 -0.54536 0.0 -0.1 0.0
H 1.34809 -2.21667 -1.25300 0.0 0.0 0.0
H 0.43916 -1.89214 -4.08092 0.0 0.0 0.0
H 1.15364 -0.58846 -3.11443 0.0 0.0 0.0
H -0.40664 -0.33538 -3.92541 0.0 0.0 0.0
H -1.72009 -2.98716 -3.27328 0.0 0.0 0.0
H -2.48915 -1.40917 -2.99739 0.0 -0.1 0.0
H -2.36125 -2.57538 -1.67175 0.0 -0.1 0.1
H -1.89418 3.53673 -2.64313 0.0 0.1 0.0
H -0.75172 4.89768 -2.56718 0.0 0.0 0.0
H -1.52722 4.29769 -1.08478 0.0 0.0 0.0
H -0.20379 2.16145 -3.82390 0.0 0.0 0.0
H 1.33177 1.76429 -3.03626 0.0 0.0 0.0
H 1.06914 3.39267 -3.69497 0.0 0.0 0.0
H 0.80724 3.91147 -0.03951 0.0 0.0 0.0
H 1.53711 4.53513 -1.52976 0.0 0.0 0.0
H 1.97921 2.92459 -0.92871 0.0 0.0 0.0


Entry 3:
25
Properties=species:S:1:pos:R:3:forces:R:3 method="wB97M-V/def2-TZVPD" total_charge=+1 e_lumo_ev="-4.8 / -4.4" homo_lumo_gap_ev="6.78 / 7.07"
C -2.34868 -0.65500 2.25617 2.3 0.2 -2.5
C -1.18313 -1.42644 2.09287 -1.6 -0.1 3.2
C -2.66637 0.15491 1.16980 -1.3 -1.1 1.6
C -0.46472 -1.32548 0.97464 3.6 -0.9 -1.1
C -1.92001 0.16045 0.05924 0.1 1.2 -3.7
C 1.51410 -0.86443 -1.04061 -1.8 -1.4 0.6
C 1.02998 1.62127 0.63613 -1.6 -2.0 1.5
C -0.18097 0.70868 -2.15436 0.3 1.6 0.3
C 0.25016 -0.09779 -1.01286 0.2 1.5 2.5
N -0.69675 -0.44618 -0.04008 -1.6 -0.6 0.3
O -0.11959 1.69243 1.39210 -0.4 1.2 -0.1
I -1.01088 -0.68570 -3.60988 -0.1 0.5 0.1
H -2.89080 -0.69858 3.12056 -1.4 0.0 2.0
H -0.82893 -2.02240 2.99102 -0.4 0.4 -1.7
H -3.59451 0.67866 1.13438 -0.5 0.3 0.0
H 0.47187 -1.93084 0.92966 -0.9 0.8 -0.3
H -2.37380 0.61894 -0.89267 1.2 -0.5 1.7
H 1.28168 -1.90451 -1.32808 0.3 0.1 0.3
H 2.00227 -0.82210 -0.06632 0.4 -0.1 -0.5
H 1.99590 -0.45289 -1.86392 1.8 0.6 -1.0
H 1.86440 1.01384 1.16072 -1.6 1.0 -1.0
H 1.24646 2.47860 0.07618 0.6 1.0 -0.9
H -0.86235 1.57994 -1.83690 0.7 -1.6 -0.9
H 0.74684 1.17032 -2.57629 -1.0 -0.5 0.0
H -0.82533 2.44234 1.28344 2.6 -1.7 -0.3


Entry 4:
50
Properties=species:S:1:pos:R:3:forces:R:3 method="wB97M-V/def2-TZVPD" total_charge=0 e_lumo_ev=0.6 homo_lumo_gap_ev=8.79
C -7.83591 -2.59052 -1.00145 -0.2 0.0 0.0
H -8.37407 -1.66417 -1.22671 0.0 0.0 0.0
O -6.46141 -2.46980 -1.27652 0.3 0.1 0.0
C -5.74261 -1.53167 -0.60201 0.1 0.1 0.1
C -6.25458 -0.67399 0.36519 -0.3 -0.3 -0.1
C -5.42275 0.24357 0.98335 0.3 0.0 0.0
C -4.07610 0.32504 0.66625 -0.1 0.1 0.1
C -3.56935 -0.53520 -0.30179 -0.1 0.0 0.0
C -4.38870 -1.44868 -0.92930 -0.2 -0.1 0.0
H -4.00184 -2.11475 -1.68409 0.0 -0.1 -0.1
H -2.52625 -0.49094 -0.57724 0.1 0.0 -0.1
C -3.19572 1.32642 1.37790 -0.2 -0.1 0.1
N -2.16797 1.88019 0.53399 0.1 0.0 0.0
C -0.90961 1.37948 0.30645 0.6 -0.1 -0.2
C -0.24789 0.27256 0.80762 -0.3 0.2 0.0
C 1.05121 0.04725 0.38106 0.3 0.1 -0.1
C 1.68095 0.89701 -0.52965 -0.3 0.0 0.0
C 1.00355 1.99833 -1.05569 -0.1 0.0 0.1
C -0.28153 2.23300 -0.62361 0.2 -0.5 0.2
N -1.19213 3.21948 -0.92624 0.1 0.1 -0.1
C -2.36426 3.02047 -0.22628 -0.2 0.3 0.0
O -3.35471 3.70928 -0.24835 -0.3 0.1 0.0
H -1.05321 3.97790 -1.57144 -0.1 0.0 0.1
H 1.49594 2.62945 -1.77796 0.1 0.1 -0.1
C 3.06881 0.66138 -1.03115 -0.1 0.0 0.1
O 3.40413 0.99139 -2.15070 0.1 0.1 -0.1
N 3.88774 0.07995 -0.10790 -0.1 -0.2 0.5
C 5.22897 -0.30115 -0.22497 0.4 -0.1 -0.2
C 5.90587 -0.24021 -1.43876 -0.1 0.1 -0.2
C 7.22771 -0.63621 -1.52057 0.1 -0.1 0.1
C 7.88712 -1.09759 -0.39603 0.1 0.0 -0.1
C 7.21395 -1.15893 0.81192 0.0 0.0 -0.1
C 5.88921 -0.76718 0.92245 0.0 0.0 0.0
C 5.19078 -0.84706 2.25141 0.1 0.0 -0.1
H 5.88069 -1.20245 3.01245 0.0 0.0 0.1
H 4.34970 -1.54156 2.21461 -0.1 0.0 0.1
H 4.82227 0.13117 2.56383 -0.1 0.0 0.1
H 7.72875 -1.51881 1.69157 0.0 0.0 0.1
H 8.91938 -1.40811 -0.45469 0.1 0.0 0.0
H 7.74047 -0.58310 -2.46902 0.0 0.0 -0.1
H 5.38893 0.12241 -2.31078 0.0 0.0 0.0
H 3.49262 -0.05709 0.81001 0.0 0.1 -0.2
H 1.55957 -0.83606 0.73963 0.1 -0.1 0.0
H -0.72695 -0.40400 1.49787 -0.1 -0.1 0.1
H -2.71503 0.85936 2.24509 0.0 0.2 -0.1
H -3.80983 2.16323 1.72364 0.1 -0.1 0.0
H -5.83687 0.90916 1.72659 -0.1 0.1 0.1
H -7.29667 -0.70335 0.64133 -0.1 0.0 0.0
H -8.19803 -3.38408 -1.65323 0.0 0.1 0.1
H -8.01436 -2.87082 0.04192 0.0 0.0 0.0